110
Properties=species:S:1:pos:R:3:forces:R:3 method="wB97M-V/def2-TZVPD" relative_energy_ev=0.000 total_energy_ha=-73075.16449 homo_energy_ha=-0.3036 orbital_gap_ev=7.7
O -6.579444 -0.761559 -2.100728 -0.30 -0.14 -0.39
C -5.740322 -1.595744 -1.965219 -0.18 0.60 0.06
O -5.046421 -1.697812 -0.793986 0.16 -0.06 -0.70
C -3.617320 -1.591294 -0.984840 0.70 -0.58 -0.07
C -3.037009 -2.745522 -1.804278 0.03 -0.12 -0.11
C -1.544863 -2.954104 -1.482663 -1.72 0.69 -1.58
C -0.803341 -3.823478 -2.506105 0.09 1.31 0.63
C 0.059927 -3.042203 -3.519545 -1.14 -0.01 0.11
C -0.780557 -2.406977 -4.634596 1.58 -1.19 1.23
F -1.464639 -1.385849 -4.080528 -0.63 0.24 -0.50
F -1.617799 -3.344871 -5.119037 -0.47 0.24 -0.39
C 0.168347 -1.849082 -5.727520 -0.20 0.81 -0.15
F 1.201163 -2.650694 -5.967728 -0.20 -0.64 -0.10
F 0.681432 -0.720225 -5.230150 0.05 0.22 0.10
S -0.644786 -1.441509 -7.398062 0.50 1.02 -0.37
F 0.760747 -1.534957 -8.131524 0.06 -0.20 -0.03
F -0.383093 0.114560 -7.210179 -0.13 0.04 0.06
F -2.054512 -1.255210 -6.705571 -0.18 -0.32 0.08
F -0.896410 -2.973430 -7.664454 -0.14 -0.27 0.18
F -1.320417 -1.121249 -8.785715 -0.05 -0.10 -0.07
C -3.206067 -0.220877 -1.501442 -0.01 -0.02 0.37
C -3.209068 0.888666 -0.413358 0.61 -0.50 -0.74
C -1.788846 1.479669 -0.405378 -0.56 0.49 0.28
S -1.626052 3.161721 0.278722 0.05 0.47 0.26
C 0.075405 3.461986 0.016616 -0.20 -1.14 -0.57
S 1.014136 2.330975 -0.707320 0.25 0.26 -0.05
N 0.562625 4.714670 0.464199 0.17 -0.14 0.12
C 1.565279 5.275471 -0.389563 -0.10 0.21 -0.42
C 2.794882 5.703877 0.054936 0.56 0.13 0.54
C 3.739555 6.223243 -0.820368 0.11 0.35 0.06
C 3.493787 6.336597 -2.173438 -0.50 0.42 0.69
C 2.229897 5.945113 -2.620182 0.21 0.72 -0.27
C 1.290356 5.441864 -1.746740 -0.55 -0.05 0.02
C 0.902031 4.694674 1.875137 -0.22 -0.02 0.12
C 0.426444 5.678211 2.721851 -0.21 0.34 0.01
C 0.786407 5.673732 4.058322 0.27 0.05 0.50
C 1.629524 4.700183 4.569073 0.07 -0.31 -0.27
C 2.097006 3.702493 3.722860 -0.16 0.33 0.08
C 1.733352 3.710630 2.385664 0.34 -0.46 0.14
H -5.508009 -2.282665 -2.787027 0.39 -0.31 0.28
H -3.186083 -1.716747 0.010565 -0.27 0.09 0.21
H -3.220043 -2.625377 -2.871888 0.05 0.15 -0.09
H -3.534332 -3.672658 -1.510358 -0.26 0.01 0.00
H -1.047687 -1.986075 -1.406660 0.15 0.06 0.09
H -1.510962 -3.434983 -0.505439 -1.22 1.42 -1.71
H -1.447680 -4.551302 -2.996385 -0.25 0.01 -0.10
H -0.072606 -4.409772 -1.944845 -0.88 1.10 0.05
H 0.779694 -3.750641 -3.918043 0.18 0.40 -0.27
H 0.537746 -2.232150 -2.970903 0.15 -0.08 -0.45
H -3.808950 0.091064 -2.355487 -0.14 -0.11 -0.03
H -2.197313 -0.330968 -1.894576 0.08 -0.03 -0.01
H -3.970621 1.605284 -0.686556 -0.04 0.22 0.11
H -3.431768 0.435754 0.551775 -0.20 0.14 0.10
H -1.128024 0.845467 0.179704 0.12 -0.05 -0.33
H -1.457237 1.541368 -1.436376 0.34 0.02 0.02
H 3.070866 5.642638 1.097557 -0.11 -0.08 0.07
H 4.690220 6.540660 -0.415806 0.08 -0.02 0.02
H 4.262304 6.721687 -2.824346 -0.09 0.01 -0.23
H 2.006494 6.054890 -3.671906 -0.22 -0.08 -0.05
H 0.312556 5.157597 -2.114061 -0.01 -0.04 -0.07
H -0.214307 6.466879 2.352115 -0.05 -0.07 -0.18
H 0.450397 6.439696 4.743547 -0.21 0.15 -0.19
H 1.931816 4.709814 5.605785 -0.07 0.06 0.10
H 2.757230 2.934329 4.097840 0.05 -0.08 -0.01
H 2.142448 2.932594 1.757162 -0.13 0.04 -0.27
C 0.989189 -2.851978 0.662727 0.05 0.10 -0.08
Br -0.268287 -4.299192 0.514076 2.71 -2.29 3.27
Br 1.975212 -2.532541 -0.962950 0.13 0.28 0.46
Br 0.143383 -1.242588 1.302129 0.09 -0.10 0.09
H 1.711954 -3.140500 1.414032 -0.08 -0.03 -0.04
C 3.787691 -4.747986 3.261271 0.00 -0.09 -0.01
Br 2.658403 -6.292487 3.056062 0.01 0.08 -0.01
Br 4.816437 -4.385045 1.671445 -0.04 0.03 0.36
Br 2.782386 -3.196193 3.804536 0.06 -0.04 0.06
H 4.488996 -4.968349 4.053468 0.00 0.03 0.00
C 4.746451 2.026999 -2.587103 -0.30 0.01 -0.06
Br 3.668916 3.624983 -2.720085 0.79 -1.28 -0.33
Br 4.401396 1.144374 -0.908939 0.18 -0.19 0.00
Br 4.476062 0.842556 -4.089550 0.02 -0.02 0.09
H 5.789003 2.311547 -2.591959 -0.01 0.01 0.00
C 1.976255 -1.751319 7.528570 0.02 -0.02 0.02
Br 2.639799 -0.461035 6.265073 -0.03 0.02 0.03
Br 0.283393 -2.479431 6.966972 0.03 0.01 -0.02
Br 3.265495 -3.136760 7.880715 -0.04 0.03 -0.02
H 1.807802 -1.229276 8.459441 0.00 0.00 -0.01
C -5.302259 4.384976 2.231369 -0.02 -0.06 0.05
Br -4.769690 2.704788 1.463072 -0.36 0.45 0.37
Br -4.011473 5.016245 3.515815 0.00 -0.01 -0.05
Br -5.659850 5.699332 0.871415 0.03 -0.04 0.03
H -6.228050 4.215579 2.763885 0.00 -0.01 0.00
C -8.250927 0.637875 1.670322 0.21 0.00 0.01
Br -9.010395 2.106005 0.678237 0.05 0.01 0.05
Br -6.808816 -0.192641 0.708551 -0.46 0.16 0.58
Br -7.722587 1.190733 3.446645 -0.06 0.01 0.01
H -9.029253 -0.101637 1.790232 -0.01 0.03 0.03
C 8.040887 -2.060656 -0.260467 -0.02 0.02 -0.03
Br 7.200877 -3.383238 -1.383068 -0.03 0.03 0.03
Br 8.628037 -0.530373 -1.269641 -0.05 -0.06 0.01
Br 6.888542 -1.560022 1.193824 0.12 0.18 -0.03
H 8.920846 -2.516667 0.169272 0.00 0.00 -0.01
C 2.668374 -6.441646 -2.449103 0.13 -0.40 -0.09
Br 0.822905 -6.000191 -2.778174 1.58 -2.07 -0.26
Br 3.790934 -5.892163 -3.915338 -0.05 0.05 0.03
Br 3.324327 -5.739851 -0.772647 -0.16 -0.44 -0.43
H 2.727128 -7.518757 -2.389860 0.09 0.00 0.01
C -2.178601 -2.900775 9.953095 -0.01 0.00 0.00
Br -2.724049 -4.735525 10.151050 0.01 0.06 0.00
Br -3.469778 -1.877529 8.958336 0.05 -0.04 0.03
Br -1.781202 -2.086657 11.652139 -0.02 -0.02 -0.04
H -1.263341 -2.901060 9.378557 -0.01 0.00 0.00